1.
Entry from the OMol25 dataset: a molecular structure, C35H46BN16OS2Sn at a distorted geometry (ωB97M-V with the def2-TZVPD basis set).

Each line ends with the Mulliken spin population.
Positions of all 102 atoms, in Å:
Sn1 -0.08518 0.23318 -0.37704  -0.003
C1 -1.10438 2.38578 -4.15034  0.000
C2 -0.26548 2.20448 -3.05954  0.000
N1 -0.38668 0.96678 -2.59924  0.000
N2 -1.27638 0.32758 -3.36834  0.000
C3 -1.72278 1.16418 -4.31584  0.000
B1 -1.41658 -1.20962 -3.29284  0.000
N3 -2.21138 -1.66742 -2.04204  0.000
C4 -3.16528 -2.60422 -1.96144  0.000
C5 -3.37448 -2.90812 -0.63114  0.000
C6 -2.48048 -2.09632 0.05356  -0.001
N4 -1.79248 -1.35432 -0.80924  0.000
N5 0.00112 -1.77132 -3.12544  0.000
C7 0.72712 -2.53452 -3.95184  0.000
C8 1.96522 -2.73802 -3.37924  0.000
C9 1.91602 -2.03002 -2.18524  0.000
N6 0.72582 -1.46282 -2.03724  0.000
N7 -2.13988 -1.69572 -4.52604  0.000
C10 -3.42958 -1.39092 -4.82504  0.000
C11 -3.74918 -2.00142 -6.01304  0.000
C12 -2.57638 -2.67432 -6.38554  0.000
N8 -1.63798 -2.47102 -5.48924  0.000
H1 -1.23548 3.26458 -4.74694  0.000
H2 0.42902 2.88898 -2.61014  0.000
H3 -2.44708 0.87208 -5.04984  0.000
H4 -3.65448 -3.00432 -2.82684  0.000
H5 -4.06688 -3.61232 -0.22194  0.000
H6 -2.30148 -2.02682 1.10826  0.000
H7 0.31492 -2.87442 -4.88184  0.000
H8 2.78332 -3.30132 -3.77564  0.000
H9 2.67702 -1.90842 -1.43944  0.001
H10 -4.01628 -0.77142 -4.17474  0.000
H11 -4.68178 -1.97882 -6.53594  0.000
H12 -2.39358 -3.27942 -7.24904  0.000
N9 2.50202 -0.19972 2.44206  0.357
C13 2.78862 0.86468 3.22196  0.133
C14 3.78102 0.82438 4.19606  0.158
C15 4.04512 1.93328 4.99386  -0.003
C16 3.32162 3.09588 4.86056  0.271
C17 2.30072 3.18348 3.89086  -0.006
C18 1.49272 4.32798 3.72556  0.030
C19 0.51262 4.32248 2.76786  -0.016
C20 0.35692 3.17978 1.97046  -0.016
N10 1.08792 2.09628 2.08536  0.005
C21 2.04112 2.07388 3.04006  0.094
H13 2.86282 -1.11182 2.66546  -0.019
H14 1.68282 -0.12972 1.85756  -0.052
H15 4.34802 -0.08512 4.32796  -0.001
H16 4.82712 1.87448 5.73386  0.006
H17 3.53082 3.95398 5.47996  -0.004
H18 1.65212 5.18498 4.36406  0.000
H19 -0.13948 5.16978 2.61986  0.002
H20 -0.41138 3.13938 1.21546  0.036
N11 0.57992 -4.77762 -0.61994  0.000
C22 1.70482 -4.25242 -0.10384  0.000
S1 1.52992 -3.07612 1.08136  0.002
N12 2.86322 -4.73802 -0.55844  0.000
C23 4.20552 -4.37672 -0.33404  0.002
C24 4.59552 -3.17962 0.25146  -0.004
C25 5.93952 -2.88692 0.40876  0.000
C26 6.91182 -3.77722 -0.01324  0.000
C27 6.52722 -4.97032 -0.60584  0.000
C28 5.18692 -5.26662 -0.77244  0.000
H21 -0.30838 -4.47562 -0.25764  0.000
H22 0.59032 -5.57812 -1.23394  0.000
H23 2.78162 -5.52482 -1.19354  0.000
H24 3.85772 -2.46552 0.58106  -0.001
H25 6.22522 -1.94912 0.86076  0.000
H26 7.95872 -3.54272 0.10706  0.000
H27 7.27242 -5.67492 -0.94214  0.000
H28 4.90622 -6.19832 -1.24174  0.000
C29 -1.33638 4.79678 -1.13034  0.000
N13 -2.60218 4.19268 -0.77884  0.000
C30 -3.76328 4.96248 -1.17224  0.000
C31 -2.67338 2.91438 -0.36344  0.000
O1 -1.68708 2.15348 -0.43244  0.002
N14 -3.88248 2.47488 0.10296  0.000
C32 -4.59778 3.22008 1.12376  0.000
C33 -4.07048 1.04488 0.17446  -0.001
H29 -1.24648 5.75908 -0.62334  0.000
H30 -1.27258 4.95578 -2.20804  0.000
H31 -0.51708 4.15058 -0.82804  0.000
H32 -3.60738 5.34108 -2.18274  0.000
H33 -3.91588 5.81448 -0.50744  0.000
H34 -4.64968 4.33648 -1.18184  0.000
H35 -4.21558 4.23278 1.19506  0.000
H36 -4.46358 2.73268 2.09496  0.000
H37 -5.66418 3.25258 0.89686  0.000
H38 -3.69718 0.60098 -0.74454  0.000
H39 -5.13388 0.83508 0.26476  0.000
H40 -3.53308 0.59618 1.01616  0.000
C34 -0.16958 1.58898 5.98366  0.002
N15 -0.67378 1.19038 4.68846  0.007
C35 -0.53318 -0.00362 4.12036  -0.003
N16 0.11242 -0.98842 4.74996  -0.001
S2 -1.19668 -0.26022 2.58976  0.021
H41 -0.33418 2.65538 6.10046  0.000
H42 0.90212 1.39428 6.05706  0.001
H43 -0.69418 1.07518 6.79276  0.000
H44 -1.17938 1.87458 4.14686  -0.001
H45 0.35962 -0.91592 5.72416  0.000
H46 0.09722 -1.90592 4.33336  0.000

* E_LUMO (alpha / beta): -5.77 / -8.34 eV
* expectation value of S²: 0.7843
* HOMO-LUMO gap (alpha / beta): 6.574 / 4.004 eV
* total energy: -91100.72368 eV
* multiplicity: 2
* HOMO level (alpha / beta): -12.341 / -12.340 eV
* total charge: +2

2.
Entry from the OMol25 dataset: a molecular structure, C35H46F4GeInN2OS6 (ωB97M-V with the def2-TZVPD basis set).

Each line ends with the Löwdin charge.
Positions of all 96 atoms, in Å:
In1 0.67058 -0.07761 -0.21578  0.803
C1 -3.41574 1.76978 -0.83090  -0.082
C2 -2.25755 2.60658 -1.36183  -0.256
N1 -1.40820 1.84054 -2.26718  -0.166
C3 -2.02955 1.60203 -3.57074  -0.248
C4 -2.24379 0.12848 -3.88836  -0.071
C5 -0.07235 2.40332 -2.38696  -0.215
C6 0.93908 1.47142 -3.03320  -0.219
N2 0.96721 0.15486 -2.39527  -0.061
C7 1.67226 -0.84603 -2.99205  -0.206
C8 1.32671 -2.20050 -2.74830  -0.181
F1 0.23737 -2.46063 -1.99795  0.026
C9 1.97538 -3.26870 -3.31466  -0.230
F2 1.53127 -4.50826 -3.03960  0.075
C10 3.03468 -3.10558 -4.18701  0.044
C11 3.37332 -1.80285 -4.47399  -0.228
F3 4.39357 -1.55804 -5.32131  0.069
C12 2.72549 -0.71586 -3.92103  -0.141
F4 3.18577 0.50562 -4.27116  0.069
H1 -3.93706 2.30642 -0.03338  0.072
H2 -3.03232 0.82451 -0.43319  0.055
H3 -4.14390 1.53553 -1.61543  0.068
H4 -1.64396 2.93014 -0.52305  0.067
H5 -2.65070 3.50799 -1.86140  0.117
H6 -1.40308 2.04774 -4.35113  0.105
H7 -2.98747 2.13245 -3.60954  0.106
H8 -1.30932 -0.42229 -3.75332  0.063
H9 -2.59383 -0.00548 -4.91712  0.070
H10 -2.97750 -0.30527 -3.20896  0.044
H11 0.26219 2.64256 -1.38490  0.072
H12 -0.07621 3.33905 -2.97469  0.128
H13 1.90055 1.98907 -2.99378  0.106
H14 0.68989 1.35291 -4.09614  0.113
H15 3.55886 -3.94552 -4.61929  0.125
C13 -5.43954 -1.88130 -0.10222  -0.526
C14 -4.71830 -3.07242 -0.75446  -0.538
S1 -2.98690 -2.78093 -1.20716  0.857
C15 -2.06974 -3.70768 0.04016  -0.542
C16 -2.23500 -3.24082 1.47938  -0.507
S2 -1.82502 -1.49336 1.72337  0.802
C17 -3.09437 -0.96396 2.89028  -0.530
C18 -4.40672 -0.51988 2.24997  -0.524
S3 -5.48119 -1.88909 1.71886  0.855
H16 -6.48625 -1.88418 -0.40731  0.057
H17 -4.99620 -0.94020 -0.43001  0.054
H18 -5.21636 -3.30807 -1.69691  0.059
H19 -4.77736 -3.96022 -0.12138  0.069
H20 -1.03121 -3.61538 -0.28265  0.036
H21 -2.34729 -4.76089 -0.03136  0.081
H22 -1.56762 -3.82340 2.11876  0.071
H23 -3.25981 -3.38586 1.81074  0.031
H24 -2.63992 -0.11930 3.41473  0.051
H25 -3.26094 -1.76046 3.61747  0.079
H26 -4.21381 0.11854 1.39076  0.046
H27 -4.99380 0.04907 2.97369  0.065
O1 0.28000 1.83875 0.59743  -0.351
C19 1.21602 2.52222 1.39203  -0.579
C20 2.55546 2.72536 0.66974  -0.443
C21 2.75269 3.53206 -0.41925  -0.148
C22 4.06398 3.44713 -0.95770  -0.188
C23 4.84509 2.57098 -0.26031  -0.414
S4 3.98943 1.84112 1.01739  1.070
C24 1.39768 1.81982 2.74387  -0.473
C25 2.30898 2.02760 3.73529  -0.144
C26 2.06932 1.21679 4.88620  -0.178
C27 0.96413 0.43401 4.74643  -0.398
S5 0.22307 0.66942 3.22697  1.012
C28 0.59195 3.89849 1.70395  -0.429
C29 1.14217 5.14195 1.77974  -0.123
C30 0.19796 6.15313 2.14959  -0.194
C31 -1.05093 5.65059 2.33901  -0.428
S6 -1.09110 3.96105 2.06856  1.059
H28 1.97440 4.16593 -0.82323  0.118
H29 4.40334 4.00460 -1.82206  0.096
H30 5.87417 2.29729 -0.44700  0.060
H31 3.13435 2.72276 3.64637  0.102
H32 2.69618 1.21990 5.76900  0.095
H33 0.56079 -0.28717 5.44354  0.068
H34 2.18805 5.33501 1.58676  0.111
H35 0.44804 7.20217 2.25560  0.093
H36 -1.95152 6.18296 2.61248  0.056
C32 1.94302 -4.40882 0.56798  -0.228
Ge1 2.28988 -2.75504 1.57203  0.627
C33 4.15114 -2.91707 2.20580  -0.250
C34 1.23626 -2.88338 3.22979  -0.236
C35 2.31936 -1.10265 0.59130  -0.411
H37 2.11172 -5.27905 1.21334  0.011
H38 2.61678 -4.47354 -0.29094  0.011
H39 0.91692 -4.44334 0.18954  -0.010
H40 4.32715 -3.87495 2.71073  0.006
H41 4.34077 -2.10319 2.91172  0.008
H42 4.85914 -2.82222 1.37695  0.009
H43 0.81480 -3.88950 3.32317  0.008
H44 0.42793 -2.15477 3.26700  -0.059
H45 1.90245 -2.71021 4.08155  0.012
H46 2.74471 -1.40473 -0.39244  -0.090

* E_LUMO: 2.12 eV
* HOMO-LUMO gap: 5.863 eV
* total energy: -179638.94066 eV
* ΔE to the lowest compared entry with this formula, charge and spin: 0.114 eV
* HOMO level: -3.744 eV
* total charge: -1